A molecular structure, C49H54AuN5O9P2S2. Source: the OMol25 dataset; level of theory: ωB97M-V/def2-TZVPD.

```
122
C49H54AuN5O9P2S2 ωB97M-V/def2-TZVPD
Au 0.33 -0.40 0.23
C 1.20 -1.84 4.24
N -0.19 -1.38 4.31
C -0.83 -1.57 5.62
P -0.85 -0.32 3.28
O 0.19 -0.05 2.20
O -2.17 -0.99 2.61
P -2.14 -1.92 1.31
O -1.52 -1.21 0.11
N -3.71 -2.18 1.03
C -4.71 -2.30 2.09
C -4.06 -2.89 -0.21
N -1.18 -3.18 1.70
C -0.36 -3.88 0.70
C -1.55 -4.00 2.85
N -1.46 0.97 4.00
C -2.85 1.42 4.03
C -0.50 1.84 4.69
H 1.23 -2.91 4.45
H 1.82 -1.32 4.97
H 1.60 -1.67 3.24
H -0.80 -2.62 5.88
H -1.87 -1.25 5.58
H -0.32 -1.00 6.40
H -4.42 -1.72 2.96
H -4.87 -3.34 2.38
H -5.66 -1.90 1.72
H -3.30 -2.72 -0.97
H -5.00 -2.49 -0.59
H -4.17 -3.96 -0.04
H -0.27 -3.29 -0.21
H -0.81 -4.84 0.44
H 0.64 -4.05 1.10
H -2.19 -3.45 3.54
H -0.65 -4.30 3.39
H -2.09 -4.90 2.53
H -3.47 0.79 3.40
H -2.90 2.44 3.63
H -3.22 1.40 5.06
H 0.52 1.47 4.58
H -0.74 1.91 5.75
H -0.54 2.83 4.24
C -0.41 -1.02 -8.32
C -0.34 -0.68 -6.86
C -1.43 -0.09 -6.21
C -1.37 0.24 -4.87
C -0.19 0.00 -4.18
C 0.92 -0.58 -4.79
C 0.82 -0.93 -6.12
S -0.18 0.56 -2.52
O 0.52 -0.65 -1.75
C 1.03 1.85 -2.50
C 2.41 1.56 -2.41
C 3.29 2.59 -2.32
C 2.83 3.94 -2.31
C 3.73 5.02 -2.16
C 3.28 6.30 -2.14
C 1.90 6.57 -2.27
C 1.00 5.56 -2.42
C 1.45 4.21 -2.43
C 0.53 3.12 -2.53
C -0.94 3.37 -2.69
C -1.44 3.80 -3.95
C -0.60 3.97 -5.08
C -1.12 4.36 -6.28
C -2.51 4.61 -6.41
C -3.34 4.45 -5.35
C -2.83 4.03 -4.09
C -3.69 3.83 -2.98
C -3.20 3.40 -1.78
C -1.81 3.17 -1.65
S -1.23 2.44 -0.12
O -2.44 2.22 0.73
C -0.30 3.81 0.52
C 1.05 3.59 0.77
C 1.82 4.64 1.25
C 1.26 5.89 1.50
C 2.10 7.03 2.00
C -0.11 6.07 1.26
C -0.89 5.04 0.77
H -1.43 -1.26 -8.62
H 0.24 -1.86 -8.56
H -0.08 -0.17 -8.92
H -2.34 0.10 -6.77
H -2.22 0.69 -4.37
H 1.82 -0.78 -4.23
H 1.67 -1.40 -6.61
H 2.75 0.53 -2.38
H 4.35 2.40 -2.24
H 4.79 4.80 -2.05
H 3.98 7.12 -2.02
H 1.55 7.60 -2.26
H -0.05 5.77 -2.52
H 0.47 3.80 -4.99
H -0.47 4.50 -7.13
H -2.90 4.93 -7.37
H -4.40 4.64 -5.44
H -4.75 4.01 -3.10
H -3.84 3.20 -0.94
H 1.49 2.62 0.56
H 2.88 4.49 1.42
H 3.12 6.71 2.20
H 1.68 7.45 2.91
H 2.13 7.83 1.26
H -0.56 7.04 1.46
H -1.94 5.19 0.57
O 2.71 -1.71 0.66
C 3.02 -0.55 0.45
O 2.12 0.41 0.24
C 4.43 -0.07 0.42
C 5.46 -1.00 0.33
C 6.77 -0.58 0.28
C 7.07 0.77 0.31
C 6.03 1.68 0.38
C 4.71 1.29 0.44
N 6.33 3.12 0.37
O 5.39 3.89 0.27
O 7.49 3.46 0.48
H 5.21 -2.06 0.31
H 7.57 -1.30 0.21
H 8.09 1.13 0.27
H 3.93 2.03 0.49
```

Calculated values
**LUMO level**: -6.69 eV
**Total charge**: +2
**HOMO level**: -0.4558 hartree

A molecular structure, C49H54BiN6O2S2Sb. Source: the OMol25 dataset; level of theory: ωB97M-V/def2-TZVPD.

```
115
C49H54BiN6O2S2Sb ωB97M-V/def2-TZVPD
Bi -0.11 0.29 0.72
C -0.84 1.37 4.00
C -0.67 2.56 3.12
C -0.95 3.85 3.57
C -0.92 4.91 2.69
C -0.58 4.68 1.36
C -0.28 3.39 0.96
N -0.31 2.38 1.84
Sb 0.35 3.29 -1.18
C -1.32 2.36 -2.21
C -2.00 3.14 -3.13
C -3.05 2.57 -3.83
C -3.38 1.25 -3.56
C -2.65 0.54 -2.60
C -3.03 -0.86 -2.24
N -1.62 1.09 -1.97
C 1.99 1.95 -1.79
C 2.93 2.64 -2.54
C 4.08 1.97 -2.94
C 4.25 0.66 -2.55
C 3.26 0.03 -1.80
C 3.42 -1.39 -1.35
N 2.14 0.68 -1.45
H -0.68 1.64 5.05
H -0.19 0.54 3.73
H -1.87 1.03 3.89
H -1.21 3.99 4.61
H -1.16 5.91 3.02
H -0.55 5.49 0.64
H -1.71 4.17 -3.29
H -3.59 3.14 -4.58
H -4.20 0.77 -4.08
H -3.57 -1.35 -3.05
H -3.66 -0.85 -1.35
H -2.14 -1.45 -1.99
H 2.77 3.68 -2.79
H 4.84 2.47 -3.52
H 5.15 0.11 -2.82
H 4.36 -1.81 -1.70
H 2.61 -1.99 -1.73
H 3.38 -1.45 -0.26
O -1.84 -1.92 3.69
C -2.02 -1.54 2.55
O -1.02 -1.36 1.70
C -3.40 -1.36 2.00
C -4.34 -2.35 2.25
C -5.65 -2.22 1.81
C -6.02 -1.07 1.13
C -5.09 -0.08 0.87
C -3.76 -0.21 1.29
S -2.68 1.14 1.01
H -4.02 -3.23 2.79
H -6.37 -3.00 2.01
H -7.05 -0.95 0.80
H -5.38 0.83 0.36
C -3.42 -3.06 -6.33
C -2.84 -3.73 -5.13
C -3.20 -4.95 -4.65
C -2.51 -5.46 -3.52
N -1.55 -4.79 -2.92
C -1.20 -3.56 -3.35
S -0.05 -2.61 -2.64
N -1.87 -3.06 -4.47
C -2.87 -6.79 -2.94
H -4.03 -3.76 -6.90
H -2.62 -2.68 -6.97
H -4.04 -2.22 -6.03
H -3.98 -5.53 -5.13
H -1.57 -2.15 -4.78
H -3.26 -7.46 -3.70
H -3.63 -6.65 -2.17
H -1.99 -7.23 -2.47
C 3.03 -3.96 5.03
C 2.41 -3.46 3.75
C 1.92 -4.36 2.82
C 1.40 -3.91 1.62
C 0.78 -4.85 0.62
C 1.41 -2.55 1.35
C 1.81 -1.59 2.30
C 2.32 -2.10 3.50
N 1.70 -0.22 2.00
C 2.82 0.65 2.44
C 4.17 -0.07 2.23
C 5.35 0.81 2.63
C 5.21 1.21 4.10
C 3.92 2.00 4.29
C 3.95 3.26 3.42
C 4.09 2.83 1.96
C 5.39 2.06 1.75
C 2.91 1.92 1.58
C 2.71 1.13 3.91
H 2.68 -4.96 5.27
H 2.78 -3.31 5.87
H 4.12 -3.99 4.94
H 1.92 -5.43 3.04
H 1.00 -5.89 0.88
H 1.13 -4.66 -0.39
H -0.30 -4.72 0.63
H 1.06 -2.22 0.38
H 2.63 -1.43 4.29
H 4.25 -0.35 1.17
H 4.21 -0.99 2.81
H 6.28 0.25 2.49
H 6.07 1.81 4.41
H 5.19 0.31 4.72
H 3.82 2.29 5.35
H 4.79 3.89 3.71
H 3.03 3.83 3.56
H 4.06 3.71 1.31
H 6.25 2.69 2.02
H 5.49 1.78 0.70
H 3.00 1.62 0.55
H 2.01 2.50 1.71
H 1.79 1.72 4.02
H 2.64 0.29 4.60
```

Calculated values
**LUMO level**: -0.01 eV
**Total charge**: 0
**HOMO level**: -0.2458 hartree
**ΔE to the lowest compared entry with this formula, charge and spin**: 10.5 kcal per mole

A molecular structure, C49H54N5O3P3PtS3Si. Source: the OMol25 dataset; level of theory: ωB97M-V/def2-TZVPD.

```
119
C49H54N5O3P3PtS3Si ωB97M-V/def2-TZVPD
Pt -0.64 0.20 0.12
C 2.05 1.63 2.75
N 1.38 0.37 2.33
P -0.32 0.15 2.49
C -0.96 0.95 3.96
C -2.31 1.29 4.03
C -2.85 1.69 5.24
C -2.06 1.74 6.37
C -0.72 1.37 6.31
C -0.16 0.96 5.11
C -0.73 -1.57 2.77
C -1.84 -1.91 1.82
C -1.99 -3.40 1.52
C -1.42 -4.31 2.57
C -0.60 -3.87 3.53
C -0.17 -2.47 3.58
P 1.55 -0.19 0.73
C 2.25 -1.84 0.85
C 2.49 -2.56 -0.32
C 3.23 -3.73 -0.28
C 3.72 -4.19 0.94
C 3.47 -3.49 2.10
C 2.75 -2.30 2.06
C 2.79 0.67 -0.23
C 2.46 1.36 -1.39
C 3.46 1.85 -2.22
C 4.79 1.68 -1.87
C 5.13 1.01 -0.70
C 4.13 0.48 0.11
H 2.12 1.68 3.83
H 1.52 2.50 2.36
H 3.06 1.63 2.34
H -2.93 1.25 3.14
H -3.90 1.96 5.29
H -2.48 2.06 7.32
H -0.11 1.38 7.20
H 0.87 0.64 5.08
H -2.75 -1.34 2.03
H -3.02 -3.67 1.29
H -1.72 -5.35 2.56
H -0.22 -4.55 4.28
H 0.64 -2.19 4.25
H 2.14 -2.18 -1.27
H 3.42 -4.28 -1.19
H 4.30 -5.11 0.97
H 3.86 -3.85 3.05
H 2.58 -1.73 2.96
H 1.43 1.58 -1.59
H 3.20 2.40 -3.11
H 5.57 2.08 -2.50
H 6.17 0.88 -0.43
H 4.41 -0.09 0.99
C -1.97 0.52 -5.08
N -2.71 -0.45 -4.14
C -2.15 -1.87 -4.37
N -0.74 -1.88 -4.22
C -0.11 -0.94 -5.15
N -0.56 0.43 -4.90
C -0.07 0.99 -3.64
P -0.78 0.02 -2.23
C -2.56 -0.03 -2.71
C -0.31 -1.64 -2.84
H -2.34 1.52 -4.85
H -2.25 0.24 -6.09
H -3.70 -0.45 -4.38
H -2.44 -2.15 -5.38
H -2.64 -2.52 -3.64
H -0.37 -1.22 -6.17
H 0.97 -0.99 -5.03
H -0.33 2.05 -3.57
H 1.02 0.92 -3.62
H -2.99 0.95 -2.61
H -3.08 -0.73 -2.06
H -0.72 -2.38 -2.17
H 0.78 -1.73 -2.81
O 0.06 2.20 0.33
C -0.29 3.55 0.09
C 0.94 4.35 0.54
C 2.21 4.28 0.05
C 3.13 5.10 0.77
C 2.53 5.77 1.79
S 0.86 5.42 1.88
C -1.47 4.06 0.91
C -1.72 3.74 2.20
C -2.77 4.49 2.79
C -3.29 5.40 1.91
S -2.52 5.33 0.39
C -0.58 3.82 -1.39
C 0.09 4.60 -2.29
C -0.57 4.74 -3.54
C -1.77 4.09 -3.57
S -2.09 3.31 -2.07
H 2.50 3.68 -0.79
H 4.18 5.19 0.53
H 2.98 6.47 2.48
H -1.11 3.03 2.73
H -3.11 4.39 3.81
H -4.09 6.10 2.08
H 1.02 5.09 -2.05
H -0.19 5.33 -4.36
H -2.49 4.07 -4.37
C 0.41 -5.69 0.44
Si -0.66 -4.69 -0.73
C -2.28 -5.57 -1.04
C 0.24 -4.61 -2.38
C -1.18 -3.11 0.19
C -1.22 -1.77 0.45
H 1.04 -6.36 -0.15
H -0.18 -6.30 1.12
H 1.07 -5.05 1.04
H -2.10 -6.57 -1.43
H -2.90 -5.04 -1.77
H -2.87 -5.68 -0.13
H 0.62 -5.62 -2.55
H 1.11 -3.95 -2.39
H -0.39 -4.35 -3.23
O -3.83 -0.68 0.02
N -3.73 0.49 0.23
O -2.56 1.03 -0.02
```

Calculated values
**LUMO level**: -5.72 eV
**Total charge**: +2
**HOMO level**: -0.4535 hartree
**ΔE to the lowest compared entry with this formula, charge and spin**: 40.4 kcal per mole

A molecular structure, C49H57BN7O3PPbS3 in a non-equilibrium geometry. Source: the OMol25 dataset; level of theory: ωB97M-V/def2-TZVPD.

```
122
C49H57BN7O3PPbS3 ωB97M-V/def2-TZVPD
Pb 0.21 0.11 0.06
C 3.19 -4.47 0.25
C 1.80 -4.20 0.72
C 0.91 -5.21 0.82
C -0.42 -4.98 1.25
N -0.83 -3.78 1.52
N 0.04 -2.75 1.40
B -0.64 -1.46 1.81
N -0.10 -0.83 3.07
N 0.67 -1.70 3.76
C 1.13 -1.35 4.92
C 0.83 -0.07 5.47
C 0.09 0.82 4.78
C -0.23 2.18 5.30
C -0.41 0.42 3.48
S -1.30 1.44 2.48
C 1.99 -2.35 5.66
C 2.15 -3.64 4.85
C 3.37 -1.74 5.91
C 1.31 -2.68 7.00
N -2.15 -1.46 1.79
N -2.52 -1.94 3.02
C -3.76 -1.94 3.35
C -4.76 -1.49 2.43
C -4.42 -1.01 1.22
C -5.42 -0.48 0.24
C -3.00 -0.97 0.87
S -2.52 -0.32 -0.58
C -4.14 -2.43 4.74
C -5.01 -1.37 5.42
C -2.88 -2.66 5.58
C -4.93 -3.73 4.62
C 1.35 -2.87 1.07
S 2.39 -1.54 1.08
C -1.40 -6.13 1.43
C -0.74 -7.23 2.25
C -2.66 -5.65 2.16
C -1.78 -6.66 0.04
H 3.57 -5.39 0.71
H 3.87 -3.65 0.49
H 3.19 -4.60 -0.83
H 1.21 -6.22 0.54
H 1.22 0.20 6.44
H 0.10 2.27 6.33
H -1.29 2.39 5.23
H 0.28 2.94 4.70
H 2.67 -3.44 3.91
H 1.19 -4.08 4.62
H 2.74 -4.35 5.43
H 3.86 -1.47 4.97
H 4.01 -2.45 6.44
H 3.31 -0.83 6.53
H 0.31 -3.08 6.84
H 1.23 -1.80 7.64
H 1.90 -3.43 7.54
H -5.81 -1.50 2.72
H -6.43 -0.64 0.62
H -5.31 -0.95 -0.73
H -5.25 0.58 0.08
H -4.53 -0.39 5.40
H -5.17 -1.65 6.47
H -5.99 -1.28 4.96
H -2.36 -1.72 5.78
H -2.18 -3.33 5.08
H -3.17 -3.11 6.54
H -5.83 -3.60 4.01
H -5.25 -4.06 5.61
H -4.33 -4.52 4.17
H -0.32 -6.84 3.18
H 0.06 -7.73 1.71
H -1.48 -7.99 2.51
H -2.43 -5.35 3.18
H -3.39 -6.46 2.19
H -3.10 -4.79 1.66
H -0.90 -6.95 -0.53
H -2.33 -5.91 -0.53
H -2.42 -7.54 0.14
C 3.99 -4.30 -3.14
C 4.27 -3.05 -2.60
C 3.24 -2.17 -2.32
C 1.90 -2.50 -2.59
C 1.64 -3.77 -3.09
C 2.67 -4.66 -3.36
P 0.62 -1.17 -2.38
C -0.70 -1.90 -3.37
C -1.52 -2.82 -2.72
C -2.58 -3.41 -3.39
C -2.82 -3.09 -4.72
C -2.00 -2.19 -5.37
C -0.95 -1.59 -4.70
C 1.50 0.19 -3.19
C 2.03 0.04 -4.44
C 2.72 1.09 -5.08
C 2.87 2.28 -4.43
C 2.35 2.47 -3.13
C 2.50 3.73 -2.49
C 1.97 3.95 -1.26
C 1.30 2.90 -0.59
C 1.16 1.66 -1.15
C 1.66 1.42 -2.48
H 4.79 -4.98 -3.38
H 5.29 -2.76 -2.40
H 3.47 -1.20 -1.90
H 0.62 -4.07 -3.30
H 2.44 -5.64 -3.77
H -1.34 -3.07 -1.68
H -3.23 -4.11 -2.87
H -3.66 -3.54 -5.24
H -2.20 -1.92 -6.40
H -0.34 -0.85 -5.21
H 1.94 -0.92 -4.95
H 3.12 0.95 -6.07
H 3.38 3.10 -4.91
H 3.04 4.51 -3.01
H 2.06 4.92 -0.78
H 0.87 3.11 0.38
O 1.93 1.69 2.31
H 1.24 2.37 2.29
H 2.67 2.03 1.79
O -3.02 0.37 -3.56
N -2.20 1.26 -3.37
O -1.11 0.90 -2.77
```

Calculated values
**LUMO level**: -0.39 eV
**Total charge**: 0
**HOMO level**: -0.2361 hartree
**ΔE to the lowest compared entry with this formula, charge and spin**: 9.7 kcal per mole